Here is a structure of composition C41H118N8O23 from the OMol25 dataset. Energies are from ωB97M-V/def2-TZVPD.

Computed properties:
- Highest occupied orbital energy: -8.1 eV
- Kohn-Sham gap: 0.3037 hartree
- Calculated total energy: -3799.3433 Ha

Last column: Löwdin charge in e.
Positions of all 190 atoms, in Å:
C (-0.305, 4.032, 1.156)  -0.097
C (-1.825, 4.071, 1.468)  -0.295
C (-2.360, 2.705, 1.925)  -0.179
O (-2.119, 1.706, 0.974)  -0.226
C (-2.970, 0.600, 1.239)  -0.180
N (-1.964, 5.043, 2.583)  0.049
H (0.290, 3.717, 2.013)  0.057
H (0.084, 4.993, 0.819)  0.105
H (-0.116, 3.309, 0.362)  0.079
H (-2.363, 4.526, 0.636)  0.145
H (-3.424, 2.888, 2.075)  0.137
H (-1.982, 2.459, 2.917)  0.110
H (-2.630, -0.050, 2.045)  0.094
H (-2.954, -0.085, 0.391)  0.052
H (-3.992, 0.884, 1.488)  0.129
H (-2.951, 5.177, 2.747)  0.065
H (-1.732, 4.565, 3.442)  0.065
C (-2.790, -3.418, -2.447)  -0.087
C (-4.214, -3.828, -2.056)  -0.378
C (-5.187, -3.672, -3.288)  -0.185
O (-5.379, -2.278, -3.350)  -0.186
C (-6.217, -1.931, -4.436)  -0.101
N (-4.093, -5.247, -1.718)  0.044
H (-2.314, -4.039, -3.206)  0.091
H (-2.212, -3.278, -1.534)  0.048
H (-2.860, -2.395, -2.815)  0.092
H (-4.538, -3.265, -1.180)  0.103
H (-6.047, -4.339, -3.232)  0.121
H (-4.572, -4.075, -4.093)  0.112
H (-5.500, -1.880, -5.254)  0.089
H (-6.632, -0.927, -4.351)  0.083
H (-7.047, -2.612, -4.626)  0.087
H (-3.461, -5.737, -2.335)  0.060
H (-3.552, -5.109, -0.877)  0.058
C (1.310, 1.992, 0.656)  -0.076
C (0.525, 0.897, -0.124)  -0.198
C (0.025, -0.290, 0.715)  -0.147
O (-0.889, -1.130, 0.018)  -0.205
C (-0.291, -2.047, -0.979)  -0.089
N (-0.553, 1.528, -0.865)  0.017
H (2.344, 1.735, 0.884)  0.087
H (0.869, 2.162, 1.638)  0.024
H (1.421, 2.998, 0.252)  0.053
H (1.157, 0.379, -0.846)  0.089
H (-0.679, 0.173, 1.407)  0.100
H (0.757, -0.821, 1.323)  0.067
H (0.122, -1.591, -1.879)  0.050
H (-1.034, -2.756, -1.344)  0.048
H (0.472, -2.764, -0.673)  0.022
H (-1.128, 0.835, -1.321)  0.085
H (-1.192, 1.888, -0.170)  0.051
C (2.996, 2.083, 2.845)  -0.090
C (3.672, 1.135, 3.848)  -0.239
C (2.722, 0.752, 5.006)  -0.207
O (3.498, 0.240, 6.038)  -0.175
C (2.739, 0.017, 7.288)  -0.041
N (4.034, -0.037, 3.097)  0.071
H (3.633, 2.532, 2.084)  0.035
H (2.500, 2.939, 3.303)  0.056
H (2.110, 1.640, 2.390)  0.040
H (4.513, 1.738, 4.192)  0.150
H (1.877, 0.100, 4.784)  0.081
H (2.247, 1.651, 5.399)  0.133
H (1.770, -0.452, 7.117)  0.056
H (2.591, 0.932, 7.862)  0.088
H (3.266, -0.702, 7.914)  0.091
H (4.713, 0.045, 2.353)  0.140
H (4.460, -0.660, 3.768)  0.145
C (-0.430, -1.805, 5.776)  -0.045
C (0.298, -1.838, 4.401)  -0.320
C (-0.037, -0.641, 3.455)  -0.182
O (0.048, 0.597, 4.145)  -0.145
C (0.124, 1.764, 3.314)  -0.081
N (1.770, -1.985, 4.635)  0.095
H (-1.513, -1.693, 5.740)  0.056
H (0.024, -1.088, 6.460)  0.052
H (-0.370, -2.778, 6.263)  0.082
H (-0.170, -2.714, 3.951)  0.077
H (-1.062, -0.634, 3.086)  0.101
H (0.668, -0.700, 2.625)  0.061
H (0.891, 1.554, 2.568)  0.028
H (0.412, 2.618, 3.927)  0.132
H (-0.755, 2.045, 2.734)  0.052
H (1.962, -1.322, 5.371)  0.013
H (2.261, -1.782, 3.776)  0.045
C (4.914, 0.608, -3.678)  -0.027
C (3.658, 1.297, -3.032)  -0.374
C (3.361, 0.778, -1.626)  -0.194
O (3.584, -0.585, -1.477)  -0.104
C (2.478, -1.355, -1.797)  -0.133
N (3.856, 2.740, -3.073)  0.071
H (5.238, 1.189, -4.541)  0.064
H (4.829, -0.357, -4.177)  0.072
H (5.699, 0.598, -2.922)  0.082
H (2.771, 1.097, -3.632)  0.110
H (2.357, 0.996, -1.262)  0.079
H (4.029, 1.303, -0.944)  0.132
H (2.085, -1.075, -2.775)  0.030
H (1.659, -1.307, -1.080)  0.064
H (2.701, -2.422, -1.808)  0.126
H (3.970, 3.055, -4.026)  0.090
H (3.045, 3.234, -2.730)  -0.053
C (3.252, 3.770, 1.078)  -0.199
C (2.096, 4.167, 1.952)  -0.264
O (1.763, 5.519, 1.754)  -0.008
O (2.913, 3.898, -0.265)  -0.106
H (3.542, 2.725, 1.190)  0.071
H (4.053, 4.483, 1.275)  0.166
H (2.382, 3.778, 2.930)  0.079
H (1.235, 3.638, 1.545)  0.006
H (0.948, 5.825, 2.158)  0.103
H (3.742, 3.826, -0.743)  0.128
C (3.071, -1.590, 1.526)  -0.097
C (2.153, -2.525, 0.702)  -0.239
O (2.601, -3.831, 0.879)  -0.031
O (2.311, -0.494, 2.124)  -0.198
H (3.886, -1.118, 0.977)  0.114
H (3.591, -2.112, 2.329)  0.117
H (2.096, -2.291, -0.361)  0.034
H (1.124, -2.365, 1.026)  0.111
H (2.126, -4.405, 0.274)  0.009
H (3.012, -0.033, 2.591)  -0.196
C (-3.545, -1.546, -0.114)  -0.217
C (-4.362, -0.762, 0.993)  -0.231
O (-3.836, -0.809, 2.320)  -0.150
O (-3.443, -2.887, 0.275)  -0.093
H (-2.512, -1.208, -0.195)  0.082
H (-4.102, -1.607, -1.049)  0.120
H (-5.383, -1.142, 1.010)  0.157
H (-4.424, 0.192, 0.469)  0.106
H (-4.358, -1.426, 2.839)  0.125
H (-3.160, -2.840, 1.191)  0.052
C (-3.043, 2.060, -1.322)  -0.184
C (-2.400, 2.953, -2.330)  -0.258
O (-3.127, 3.072, -3.469)  -0.013
O (-3.183, 0.682, -1.807)  -0.046
H (-4.025, 2.433, -1.032)  0.141
H (-2.522, 1.932, -0.373)  0.024
H (-1.470, 2.446, -2.589)  0.087
H (-2.200, 3.938, -1.908)  0.147
H (-2.934, 2.365, -4.090)  0.088
H (-4.129, 0.519, -1.794)  0.090
C (1.489, 5.437, -1.605)  -0.171
C (1.732, 4.606, -2.920)  -0.179
O (0.506, 4.289, -3.576)  -0.065
O (0.780, 4.643, -0.711)  -0.162
H (0.787, 6.239, -1.833)  0.128
H (2.379, 5.900, -1.181)  0.122
H (2.314, 3.709, -2.706)  0.019
H (2.279, 5.176, -3.671)  0.127
H (0.097, 3.519, -3.173)  -0.064
H (1.441, 4.119, -0.252)  -0.014
C (-0.740, -2.450, -4.696)  -0.197
C (-0.249, -2.162, -3.285)  -0.260
O (1.072, -1.655, -3.351)  -0.125
O (-2.069, -2.883, -4.743)  -0.114
H (-0.096, -3.053, -5.336)  0.133
H (-0.839, -1.575, -5.338)  0.109
H (-0.221, -3.097, -2.726)  0.080
H (-0.934, -1.511, -2.741)  0.116
H (1.040, -0.852, -3.875)  0.037
H (-2.124, -3.762, -5.124)  0.094
C (0.191, 1.166, -3.002)  -0.225
C (0.191, 1.200, -4.546)  -0.121
O (0.322, -0.128, -5.028)  -0.086
O (0.249, 2.415, -2.488)  -0.124
H (1.064, 0.633, -2.626)  0.099
H (-0.680, 0.615, -2.647)  0.121
H (0.940, 1.936, -4.835)  0.130
H (-0.759, 1.508, -4.984)  0.133
H (0.847, -0.001, -5.821)  0.134
H (0.284, 2.210, -1.551)  -0.035
C (1.118, -6.077, -1.946)  -0.166
C (0.366, -4.800, -1.256)  -0.080
O (1.303, -3.895, -0.680)  -0.191
O (1.853, -5.670, -3.113)  -0.075
H (0.347, -6.759, -2.307)  0.106
H (1.736, -6.769, -1.374)  0.114
H (-0.254, -5.109, -0.415)  0.158
H (-0.188, -4.447, -2.126)  0.094
H (1.904, -3.663, -1.392)  0.110
H (2.105, -6.404, -3.677)  0.086
C (-1.756, -2.997, 3.027)  -0.782
O (-1.124, -4.057, 3.115)  0.034
N (-1.736, -2.330, 1.917)  0.161
N (-2.592, -2.607, 3.911)  0.207
H (-0.903, -2.227, 1.355)  0.116
H (-2.416, -1.598, 1.763)  0.062
H (-2.608, -3.246, 4.693)  0.145
H (-3.193, -1.802, 3.807)  0.108